Entry 1:
# C16H31BrF4N2O5S

One molecule with the formula C16H31BrF4N2O5S (ωB97M-V/def2-TZVPD, the Open Molecules 2025 dataset).

Its SMILES is CCCOC[C@@H](Br)O[C@](C[C@H](O)CN)([C@H](N)O[C@H](S)CCCO)C(F)(F)C(F)F. The lowest unoccupied orbital energy comes out at 0.3 eV. The highest occupied orbital energy is -0.3459 hartree. Its max |F| is 0.6 eV Å⁻¹.

The geometry in ORCA input format:
```
! wB97M-V def2-TZVPD RIJCOSX def2/J DEFGRID3
* xyz 0 1
C 1.1834 4.4111 3.3002
C -0.3276 4.2644 3.0277
C -0.6683 3.0441 2.1712
O -1.9564 2.5754 2.5234
C -2.4686 1.5941 1.6578
C -1.8012 0.2310 1.8493
Br -2.3901 -0.4675 3.5800
O -2.2133 -0.6677 0.8651
C -1.3736 -0.9878 -0.2476
C -0.0155 -1.6404 0.1203
C 0.0265 -2.5361 1.3610
O 0.7687 -1.8026 2.3545
C 0.7395 -3.8854 1.1443
N 0.5397 -4.4522 -0.1849
C -1.1124 0.3147 -1.0521
N -2.2875 0.8452 -1.7277
O -0.0599 0.0563 -1.9660
C 0.5959 1.2301 -2.4233
S 0.7958 1.0815 -4.2368
C 1.8968 1.5045 -1.6650
C 3.1420 0.7265 -2.0868
C 3.0629 -0.7871 -1.8846
O 4.3240 -1.2495 -1.3899
C -2.2798 -1.9925 -1.0188
F -3.5774 -1.5897 -1.0052
F -2.2335 -3.2006 -0.3644
C -1.9098 -2.2610 -2.4980
F -2.9418 -2.9112 -3.0922
F -0.8025 -3.0555 -2.5549
H 1.5049 5.4513 3.2186
H 1.4415 4.0659 4.3050
H 1.7806 3.8352 2.5842
H -0.6959 5.1682 2.5369
H -0.8729 4.1427 3.9661
H 0.0970 2.2635 2.3160
H -0.6553 3.3115 1.0995
H -2.3372 1.9032 0.6107
H -3.5427 1.4997 1.8448
H -0.7142 0.2971 1.9198
H 0.3645 -2.1685 -0.7535
H 0.6931 -0.8278 0.3320
H -0.9821 -2.7156 1.7415
H 0.4308 -2.0265 3.2246
H 0.4148 -4.5576 1.9531
H 1.8112 -3.7116 1.2961
H -0.3374 -4.9500 -0.2539
H 1.2824 -5.0947 -0.4179
H -0.7738 1.0562 -0.3147
H -2.4610 1.8096 -1.4822
H -2.1647 0.8139 -2.7326
H -0.0804 2.0820 -2.2912
H 0.3888 -0.1893 -4.2854
H 2.1097 2.5780 -1.7454
H 1.6853 1.2933 -0.6063
H 3.9891 1.0805 -1.4861
H 3.3833 0.9527 -3.1310
H 2.8400 -1.2888 -2.8352
H 2.2619 -1.0403 -1.1832
H 4.1861 -2.0797 -0.9339
H -1.7035 -1.3461 -3.0529
*
```



Entry 2:
# C4H13N3

A 2-piece molecular cluster, C4H13N3 overall at a distorted geometry (ωB97M-V/def2-TZVPD, the Open Molecules 2025 dataset).

Its SMILES is [H]/N=C/N.CN(C)C. The lowest unoccupied orbital energy comes out at 0.9 eV. Its energy above the lowest of the compared OMol25 structures with the same formula, charge and spin is 26.3 kcal/mol. The highest occupied orbital energy is -0.2996 hartree. Its max |F| is 1.3 eV Å⁻¹.

The geometry in ORCA input format:
```
! wB97M-V def2-TZVPD RIJCOSX def2/J DEFGRID3
* xyz 0 1
C 0.8014 -0.3721 0.9221
N 0.5639 -1.8133 0.9007
C -0.8049 -2.1544 1.1696
C 0.9887 -2.3836 -0.3665
H 0.8545 -0.0466 1.9583
H 0.0012 0.1589 0.4008
H 1.7122 -0.1204 0.3925
H -0.9656 -3.2074 1.4073
H -1.1423 -1.6247 2.0703
H -1.4571 -1.7763 0.3563
H 0.7975 -3.4530 -0.4211
H 2.0334 -2.1280 -0.5404
H 0.4406 -1.9442 -1.2288
N -1.4640 1.9646 -1.3789
C -0.5108 2.7440 -0.7926
N 0.6581 2.3265 -0.4854
H -2.3993 2.3263 -1.3570
H -1.3274 0.9712 -1.2749
H -0.7920 3.7958 -0.6989
H 1.1466 3.1298 -0.1007
*
```



Entry 3:
# C4H36O15

A 14-piece molecular cluster, C4H36O15 overall at a distorted geometry (ωB97M-V/def2-TZVPD, the Open Molecules 2025 dataset).

The lowest unoccupied orbital energy comes out at 0.1 eV. Its energy above the lowest of the compared OMol25 structures with the same formula, charge and spin is 57.3 kcal/mol. The highest occupied orbital energy is -0.3668 hartree. Its max |F| is 3.2 eV Å⁻¹.

The geometry in ORCA input format:
```
! wB97M-V def2-TZVPD RIJCOSX def2/J DEFGRID3
* xyz 0 1
O -0.6294 0.9268 0.5182
C -0.6020 0.1017 1.7209
C 0.3424 -1.0789 1.4420
C -0.3930 -2.1711 0.6688
C 0.7314 -3.1640 0.1992
H -1.6532 -0.0488 1.8470
H 1.2411 -0.6267 0.9805
H 0.7325 -1.4329 2.4206
H -1.0767 -2.6643 1.3688
H -0.9370 -1.6940 -0.1236
H 0.1572 -4.0408 -0.0161
H 1.2769 -3.3837 1.1032
H 1.4339 -2.8333 -0.5966
H 1.5146 0.3824 -4.1365
H 0.6384 -0.3816 -3.2499
O 1.5501 -0.0448 -3.2670
H -1.4729 -0.3749 -4.6062
H -0.4858 0.6640 -5.0320
O -0.5688 -0.2987 -4.9749
H 0.2203 3.7180 -0.5088
H -0.6588 4.9107 -0.5015
O 0.0504 4.5251 -1.0325
H 1.6790 2.7353 1.1684
H 0.0431 1.6365 0.5530
O 0.8379 3.2218 1.1399
H 3.1095 -3.1961 2.6948
H 3.7989 -1.9913 1.9820
O 3.1553 -2.6964 1.8721
H -0.4450 -2.3461 3.5836
H -0.3763 -1.3685 4.6563
O 0.1939 -2.0376 4.2405
H -0.9655 0.9905 -1.1993
H -1.5635 -0.4533 -1.4490
O -1.0766 0.2560 -1.8727
H 3.4788 0.6685 3.1762
H 3.0486 0.6276 1.6330
O 2.8577 1.0000 2.5250
H -3.4869 -1.0911 -3.2291
H -2.5128 0.0911 -3.0305
O -3.1617 -0.2850 -3.6502
H 0.9161 0.8543 -1.7128
H 1.2119 2.3097 -1.5600
O 1.3016 1.4912 -1.0506
H -4.2674 -0.8862 -0.8282
H -3.6974 -2.2872 -0.7213
O -3.8885 -1.6029 -1.3707
H 3.7341 1.3533 -0.5943
H 3.1666 0.1226 -0.7407
O 3.5725 0.6000 0.0061
H 0.7727 1.0571 2.9691
H 0.4062 2.9608 1.9679
O -0.1697 0.8828 2.7924
H -4.9914 0.1594 1.2025
H -3.6055 0.5853 0.8032
O -4.1407 -0.2102 0.9318
*
```



Entry 4:
# C5H12N2S

A 2-piece molecular cluster, C5H12N2S overall at a distorted geometry (ωB97M-V/def2-TZVPD, the Open Molecules 2025 dataset).

Its SMILES is C=CN=C.NCCS. The lowest unoccupied orbital energy comes out at 0.7 eV. Its energy above the lowest of the compared OMol25 structures with the same formula, charge and spin is 41.5 kcal/mol. The highest occupied orbital energy is -0.3383 hartree. Its max |F| is 1.9 eV Å⁻¹.

The geometry in ORCA input format:
```
! wB97M-V def2-TZVPD RIJCOSX def2/J DEFGRID3
* xyz 0 1
C 2.0221 -2.9762 0.5359
C 2.0867 -2.2338 -0.5673
C -0.1528 -2.7016 1.3370
N 0.8234 -3.5111 1.0938
H 2.8961 -3.1251 1.2018
H 1.2450 -2.0829 -1.2071
H 3.0085 -1.9688 -1.0750
H -1.0449 -3.1270 1.8006
H -0.1224 -1.6047 1.1515
C -1.2534 2.8453 -0.1832
C -0.7264 1.5870 -0.9078
S -0.0537 2.0605 -2.5497
N -1.9388 2.3745 1.0655
H -0.3974 3.5205 0.0117
H -1.9598 3.3314 -0.8410
H 0.1228 1.1886 -0.2813
H -1.5514 0.9044 -1.0236
H 0.3478 0.8800 -2.8297
H -1.4647 1.5716 1.4664
H -1.8867 3.0676 1.8015
*
```



Which value of lowest unoccupied orbital energy does entry 1 give?
0.3 eV



Copy entry 1 word for word.
# C16H31BrF4N2O5S

One molecule with the formula C16H31BrF4N2O5S (ωB97M-V/def2-TZVPD, the Open Molecules 2025 dataset).

Its SMILES is CCCOC[C@@H](Br)O[C@](C[C@H](O)CN)([C@H](N)O[C@H](S)CCCO)C(F)(F)C(F)F. The lowest unoccupied orbital energy comes out at 0.3 eV. The highest occupied orbital energy is -0.3459 hartree. Its max |F| is 0.6 eV Å⁻¹.

The geometry in ORCA input format:
```
! wB97M-V def2-TZVPD RIJCOSX def2/J DEFGRID3
* xyz 0 1
C 1.1834 4.4111 3.3002
C -0.3276 4.2644 3.0277
C -0.6683 3.0441 2.1712
O -1.9564 2.5754 2.5234
C -2.4686 1.5941 1.6578
C -1.8012 0.2310 1.8493
Br -2.3901 -0.4675 3.5800
O -2.2133 -0.6677 0.8651
C -1.3736 -0.9878 -0.2476
C -0.0155 -1.6404 0.1203
C 0.0265 -2.5361 1.3610
O 0.7687 -1.8026 2.3545
C 0.7395 -3.8854 1.1443
N 0.5397 -4.4522 -0.1849
C -1.1124 0.3147 -1.0521
N -2.2875 0.8452 -1.7277
O -0.0599 0.0563 -1.9660
C 0.5959 1.2301 -2.4233
S 0.7958 1.0815 -4.2368
C 1.8968 1.5045 -1.6650
C 3.1420 0.7265 -2.0868
C 3.0629 -0.7871 -1.8846
O 4.3240 -1.2495 -1.3899
C -2.2798 -1.9925 -1.0188
F -3.5774 -1.5897 -1.0052
F -2.2335 -3.2006 -0.3644
C -1.9098 -2.2610 -2.4980
F -2.9418 -2.9112 -3.0922
F -0.8025 -3.0555 -2.5549
H 1.5049 5.4513 3.2186
H 1.4415 4.0659 4.3050
H 1.7806 3.8352 2.5842
H -0.6959 5.1682 2.5369
H -0.8729 4.1427 3.9661
H 0.0970 2.2635 2.3160
H -0.6553 3.3115 1.0995
H -2.3372 1.9032 0.6107
H -3.5427 1.4997 1.8448
H -0.7142 0.2971 1.9198
H 0.3645 -2.1685 -0.7535
H 0.6931 -0.8278 0.3320
H -0.9821 -2.7156 1.7415
H 0.4308 -2.0265 3.2246
H 0.4148 -4.5576 1.9531
H 1.8112 -3.7116 1.2961
H -0.3374 -4.9500 -0.2539
H 1.2824 -5.0947 -0.4179
H -0.7738 1.0562 -0.3147
H -2.4610 1.8096 -1.4822
H -2.1647 0.8139 -2.7326
H -0.0804 2.0820 -2.2912
H 0.3888 -0.1893 -4.2854
H 2.1097 2.5780 -1.7454
H 1.6853 1.2933 -0.6063
H 3.9891 1.0805 -1.4861
H 3.3833 0.9527 -3.1310
H 2.8400 -1.2888 -2.8352
H 2.2619 -1.0403 -1.1832
H 4.1861 -2.0797 -0.9339
H -1.7035 -1.3461 -3.0529
*
```



Among the records above, which one has the lowest lowest unoccupied orbital energy?
C4H36O15